(1)
Computed, not measured: a structure of composition C23H27BaN4O3S, with wB97M-V/def2-TZVPD.

Calculated values
Frontier orbital gap in eV: 6.7
HOMO level in eV: -9.44
Spin multiplicity: 1
Total charge: +1

The geometry in XYZ format:
```
59
Properties=species:S:1:pos:R:3:forces:R:3:lowdin_charge:R:1
Ba -0.5196 2.5114 1.0706 0.02 0.11 0.00 1.927
S -3.6031 2.6956 1.4127 -0.03 -0.02 0.01 0.458
O 0.5834 5.0882 0.5684 -0.02 -0.03 -0.04 -0.202
O -0.9106 0.2605 2.2688 0.02 -0.03 0.02 -0.301
O 0.5973 0.2383 0.6625 -0.03 -0.02 0.02 -0.260
N -5.6393 1.4427 2.4924 0.01 -0.01 -0.01 -0.055
N 1.5634 -2.1233 -0.1483 0.00 -0.03 -0.01 0.097
N -1.3686 4.0682 -1.2193 0.09 0.01 0.04 -0.021
N -3.6603 0.3074 2.6406 -0.05 0.00 0.00 0.144
C -0.5240 -2.4015 2.8848 -0.01 0.00 0.01 -0.034
C -6.4003 0.4116 3.1724 0.00 0.01 0.01 -0.062
C -4.3304 1.3803 2.2425 0.00 -0.03 0.00 -0.869
C 2.6046 -4.5878 -2.6949 0.00 0.00 0.00 -0.072
C 5.8998 -2.7302 -2.4699 -0.01 0.00 0.00 -0.049
C 0.1125 -1.8309 1.7732 0.00 0.02 0.03 -0.079
C 3.6987 -2.4540 -1.2568 0.00 0.01 0.00 -0.161
C 2.3727 -2.8469 -1.0606 -0.01 0.00 0.02 -0.207
C -2.9756 4.7296 -2.8614 0.03 0.03 0.00 -0.032
C -2.1847 5.8052 -3.2238 -0.04 -0.05 0.01 -0.031
C 0.9233 -2.6424 0.9412 0.02 -0.01 -0.03 -0.169
C 0.7129 5.2572 -0.8523 0.01 -0.01 -0.01 -0.181
C -0.6071 5.1136 -1.5717 -0.03 0.00 0.01 -0.280
C 1.0593 -4.0022 1.2841 0.00 -0.01 0.00 -0.012
C 0.4169 -4.5264 2.3807 0.01 0.00 0.00 -0.067
C -0.0725 -0.3894 1.5507 0.03 0.04 -0.03 -0.619
C 4.4727 -3.1326 -2.2080 0.01 0.00 -0.01 -0.228
C 1.8262 -3.9043 -1.7806 0.00 0.00 -0.01 -0.039
C -2.5299 3.8924 -1.8504 -0.02 -0.02 -0.01 -0.140
C 3.9179 -4.1960 -2.9088 0.00 0.00 0.00 -0.048
C -0.3907 -3.7323 3.1979 0.00 0.01 -0.01 -0.088
C -0.9819 6.0047 -2.5605 0.03 0.03 -0.02 -0.005
C 4.2730 -1.3109 -0.4629 0.00 0.00 0.00 -0.029
H 4.5243 -4.7224 -3.6356 0.00 0.00 0.00 0.110
H -6.3728 -0.5306 2.6213 0.00 0.00 0.00 0.094
H -4.1330 -0.4480 3.1086 0.01 0.01 0.00 0.105
H 0.3164 5.9272 0.9594 -0.01 -0.01 0.01 0.107
H 0.7905 -4.1744 -1.6191 0.00 0.00 0.00 0.119
H 0.5562 -5.5741 2.6162 0.00 0.00 0.00 0.110
H 6.5286 -2.8901 -1.5914 0.00 0.00 0.00 0.085
H -2.4992 6.4839 -4.0050 0.00 0.01 0.00 0.120
H -3.1293 3.0502 -1.5253 0.00 0.00 0.00 0.083
H -3.9233 4.5372 -3.3429 0.00 0.00 0.00 0.116
H 6.3188 -3.3137 -3.2877 0.00 0.00 0.00 0.076
H 1.1735 6.2172 -1.0827 0.00 0.00 0.01 0.131
H -6.0290 0.2512 4.1867 0.00 0.00 0.00 0.094
H 2.1854 -5.4137 -3.2543 0.00 0.00 0.00 0.105
H -1.1138 -1.7482 3.5132 0.00 0.00 0.00 0.109
H -2.6529 0.2218 2.4833 0.00 -0.01 0.00 0.047
H -0.3413 6.8405 -2.8087 -0.01 0.00 0.00 0.122
H 5.9770 -1.6740 -2.7346 0.00 0.00 0.00 0.085
H 5.3464 -1.4221 -0.3247 0.00 0.00 0.00 0.072
H 1.4043 4.4800 -1.1847 -0.01 0.00 0.00 0.131
H -0.8812 -4.1508 4.0651 0.00 0.00 0.00 0.101
H 1.6932 -4.6345 0.6800 0.00 0.00 0.00 0.109
H 3.8095 -1.2464 0.5209 0.00 0.00 0.00 0.079
H -6.1039 2.2742 2.1706 -0.01 0.00 0.00 0.117
H -7.4346 0.7341 3.2400 0.00 0.00 0.00 0.094
H 4.1113 -0.3530 -0.9673 0.00 0.00 0.00 0.091
H 1.5427 -1.1168 -0.2143 0.00 0.00 0.00 0.103
```
Positions in Å, forces in eV/Å.


(2)
Computed, not measured: a structure of composition C4H3LiO5, with wB97M-V/def2-TZVPD.

Calculated values
Frontier orbital gap in eV: 7.8
HOMO level in eV: -8.29
Spin multiplicity: 1
Total charge: 0

The geometry in XYZ format:
```
13
Properties=species:S:1:pos:R:3:forces:R:3:lowdin_charge:R:1
O 1.5832 0.0256 -1.2334 -0.45 -0.58 -0.16 0.055
O -2.3357 -0.2695 -2.6268 0.45 0.87 -0.09 0.142
O 2.0577 -1.2249 0.6433 -1.81 0.34 -0.88 0.198
O -0.9259 1.1166 -1.5408 0.42 0.85 0.06 -0.105
O -0.5933 0.7649 -3.6265 0.35 1.06 -1.04 0.134
C -1.2411 0.6855 -0.2023 0.04 -1.53 0.78 -0.257
C 1.5764 -0.6029 -0.2276 2.57 0.66 0.67 -0.440
C -0.2706 0.8149 0.6946 -0.34 0.55 -0.34 -0.095
C -1.4054 0.4986 -2.6047 -1.00 -1.68 0.80 -0.647
Li 0.8284 1.9119 -1.0796 -0.35 -0.79 0.60 0.753
H -2.1334 0.0536 -0.2164 -0.10 0.62 0.08 0.110
H -1.1172 1.1122 -4.3603 0.04 -0.48 -0.22 0.137
H -0.5894 0.4320 1.6738 0.16 0.11 -0.27 0.015
```
Positions in Å, forces in eV/Å.


(3)
Computed, not measured: a structure of composition C16H12CoN4O2S2, with wB97M-V/def2-TZVPD.

Calculated values
Frontier orbital gap (spin up / spin down) in eV: 5.2 / 5.1
HOMO level (spin up / spin down) in eV: -0.48 / -0.45
Spin multiplicity: 2
Total charge: -2

The geometry in XYZ format:
```
37
Properties=species:S:1:pos:R:3:forces:R:3:lowdin_spin:R:1
Co -0.1393 0.3443 1.1799 0.04 -0.01 0.04 0.915
S 0.2530 -1.2990 2.8964 -0.01 0.05 -0.01 0.033
S 1.5724 1.7111 2.1803 -0.04 -0.03 0.01 0.033
O -1.5430 1.2011 2.1946 0.01 -0.01 -0.03 0.009
O 1.0833 -0.4899 -0.0735 -0.06 0.02 -0.02 -0.008
N 3.7621 1.7552 5.1534 0.03 0.02 -0.06 0.003
N -1.2228 0.4282 -0.4536 0.01 -0.02 -0.07 -0.022
N -0.6086 -0.1112 -1.5884 0.00 0.01 0.04 -0.005
N 2.2347 -1.7296 5.9826 -0.01 -0.05 -0.04 0.003
C -2.4216 0.9136 -0.6157 -0.01 0.01 0.04 0.016
C 1.8952 -1.1714 5.0302 0.00 0.10 0.07 0.002
C 1.4083 -1.1692 -2.3205 -0.03 0.03 0.05 -0.001
C 3.4722 -2.2333 -2.9719 -0.01 0.00 0.01 0.000
C 3.0161 -2.3411 -4.2784 0.00 -0.01 -0.03 -0.001
C -3.1442 1.4861 0.4597 0.02 -0.02 -0.04 0.008
C 2.6733 -1.6506 -1.9970 -0.02 0.00 -0.03 -0.001
C 1.9846 0.7458 3.5639 0.01 -0.06 -0.03 0.005
C 1.7520 -1.8616 -4.6056 0.00 0.01 0.02 0.000
C 0.5735 -0.5460 -1.2438 0.03 -0.04 -0.07 -0.005
C 0.9534 -1.2796 -3.6334 0.03 -0.01 0.01 -0.001
C -2.6642 1.5877 1.7625 -0.01 0.03 0.09 0.006
C 2.9762 1.2946 4.4434 -0.06 -0.03 0.10 0.002
C -3.5672 2.2312 2.8035 0.01 -0.01 -0.01 0.000
C -3.0642 0.8694 -1.9770 0.02 -0.01 0.00 0.001
C 1.4471 -0.4803 3.8556 0.04 0.02 -0.04 0.005
H -3.0519 2.2342 3.7614 0.00 0.00 0.00 0.000
H 1.3878 -1.9421 -5.6239 0.01 -0.01 0.00 0.000
H 3.0024 -1.5530 -0.9709 0.00 0.00 0.00 0.000
H -4.5035 1.6768 2.8979 0.00 0.00 0.00 0.000
H -4.0594 1.3123 -1.9429 0.00 0.00 0.00 0.000
H -3.8119 3.2574 2.5208 0.00 0.00 0.00 0.000
H -4.1354 1.8701 0.2544 0.00 0.00 0.00 0.001
H -0.0324 -0.9003 -3.8665 0.00 0.00 0.00 0.000
H -3.1281 -0.1613 -2.3284 0.00 0.00 0.00 0.001
H -2.4455 1.4011 -2.7013 0.00 0.00 0.00 0.001
H 3.6399 -2.7962 -5.0398 0.00 0.00 0.00 0.000
H 4.4557 -2.6046 -2.7080 0.00 0.00 -0.01 0.000
```
Positions in Å, forces in eV/Å.